{"formula": "C3H5FOS", "method": "wB97M-V/def2-TZVPD", "gap_ev": 10.8, "e_tot_ha": -690.49825, "spin_multiplicity": 1, "e_above_lowest_kcal_mol": 57.4, "lumo_energy_ev": 0.6248, "symbols": ["C", "C", "C", "O", "F", "S", "H", "H", "H", "H", "H"], "coordinates": [[-0.711191, 0.642540, -0.670204], [-0.189591, -0.724749, -1.043539], [-0.245479, -0.273846, 0.387018], [2.025502, -0.550218, 2.222833], [1.016900, 1.630779, 1.744521], [1.581405, 0.166641, 1.095513], [-0.181752, 1.522939, -0.823502], [-1.906497, 0.650282, -0.841831], [-0.922062, -1.355259, -1.431838], [0.646089, -0.936026, -1.544428], [-1.113325, -0.773083, 0.905457]], "atomic_forces_ev_per_a": [[-3.3324, -1.3845, -0.7998], [-1.9237, 1.6338, 1.5110], [-0.1364, -1.4344, 1.2667], [0.2314, -1.5823, 1.5464], [0.4896, -1.1815, -0.6942], [-3.2121, 2.5008, -1.8856], [0.7451, 1.4344, -0.5779], [3.0662, 0.5797, 0.7030], [-1.3748, -1.1634, 0.0296], [3.7362, -0.0103, -1.5839], [1.7108, 0.6077, 0.4846]], "nbo_charge": [-0.42, -0.44, -0.43, -0.87, -0.53, 1.56, 0.22, 0.23, 0.22, 0.21, 0.25]}

=====

{"formula": "C3H5FOS", "method": "wB97M-V/def2-TZVPD", "gap_ev": 10.4, "e_tot_ha": -690.48225, "spin_multiplicity": 1, "e_above_lowest_kcal_mol": 67.4, "lumo_energy_ev": 0.7076, "symbols": ["C", "C", "C", "H", "H", "H", "H", "H", "O", "F", "S"], "coordinates": [[-0.516781, 0.030988, 0.554712], [0.256938, -1.156068, 0.051017], [0.708976, 1.067277, 0.306963], [-1.695627, 1.009673, -1.565316], [-0.618386, -0.065763, 1.723118], [1.047967, -1.470098, 0.715774], [-0.444700, -2.193881, -0.518105], [1.724026, 0.891047, 0.534500], [0.791110, 2.075453, -0.436619], [0.928935, -0.614598, -1.025888], [-2.182457, 0.425974, -0.340153]], "atomic_forces_ev_per_a": [[0.5275, 1.3911, 1.4175], [-2.3849, -3.1423, -2.7197], [-0.8668, 4.0581, -3.2393], [-0.2705, -0.8611, 1.9260], [-0.4865, 0.3429, -2.2975], [-0.2192, -0.5245, 0.5242], [2.0833, 3.2799, 2.3873], [0.9793, -1.7139, 1.9582], [-2.2641, -2.3703, 2.0362], [0.6243, -0.8506, -1.5749], [2.2776, 0.3905, -0.4180]], "nbo_charge": [-0.45, 0.03, 0.39, 0.18, 0.26, 0.19, 0.20, 0.16, -0.53, -0.37, -0.06]}

=====

{"formula": "C3H5HgO3", "method": "wB97M-V/def2-TZVPD", "s2": 0.76, "gap_ev": [7.2, 8.5], "e_tot_ha": -496.31276, "spin_multiplicity": 2, "e_above_lowest_kcal_mol": 36.2, "lumo_energy_ev": [0.3313, -0.5186], "symbols": ["O", "C", "C", "O", "O", "C", "H", "H", "H", "H", "H", "Hg"], "coordinates": [[0.818443, -0.024600, -0.271043], [0.167648, 1.265529, -0.016727], [-0.134174, -1.092255, -0.288105], [0.625276, 2.302647, -0.412402], [-1.126823, 1.012621, -0.003746], [-1.437685, -0.385986, 0.096365], [0.118944, -1.889154, 0.419881], [-0.134922, -1.504435, -1.303777], [-1.748250, -0.595247, 1.125976], [-2.255078, -0.602650, -0.599094], [2.197176, 1.416532, 1.125071], [2.909440, 0.096994, 0.127606]], "atomic_forces_ev_per_a": [[-3.4526, 0.9093, 0.4751], [0.3144, -0.3651, -4.9795], [-0.2037, 0.1443, -0.1881], [-0.1165, -1.2079, 1.8987], [-1.0967, -0.1834, 1.2627], [-0.1199, -0.0261, 0.1364], [0.1957, 0.3175, -0.0800], [-0.1286, 0.0960, 0.2127], [0.0363, -0.0239, -0.2487], [0.1704, 0.1758, 0.2324], [0.7609, -0.2889, 0.2805], [3.6402, 0.4523, 0.9977]], "nbo_charge": [-0.64, 0.99, -0.10, -0.52, -0.47, -0.10, 0.20, 0.20, 0.20, 0.21, -0.45, 0.48]}

=====

{"formula": "C3H5HoO4", "method": "wB97M-V/def2-TZVPD", "total_charge": 1, "s2": 8.75, "gap_ev": [6.9, 9.9], "e_tot_ha": -1366.07911, "spin_multiplicity": 6, "e_above_lowest_kcal_mol": 0.0, "lumo_energy_ev": [-4.1150, -4.7044], "symbols": ["O", "C", "C", "O", "O", "C", "Ho", "H", "H", "H", "H", "O", "H"], "coordinates": [[0.673065, 0.855938, 0.491218], [0.526682, -0.421349, 0.779182], [0.638170, 1.049000, -0.932271], [0.572577, -0.860343, 1.923878], [0.575208, -1.189533, -0.290992], [0.649010, -0.385111, -1.479236], [-1.519079, -1.347636, 3.216822], [1.517202, 1.632422, -1.222354], [-0.278637, 1.595041, -1.179379], [1.572551, -0.638851, -2.009624], [-0.223262, -0.616048, -2.098602], [-2.236458, 0.219987, 1.861381], [-2.467031, 0.106483, 0.939976]], "atomic_forces_ev_per_a": [[-0.4446, -0.2072, 0.4893], [1.7186, 0.4645, -0.3503], [-0.0533, 0.2305, -0.3778], [-1.6187, -0.5213, 0.6893], [-0.5915, -0.3253, 0.4269], [0.0038, 0.1393, -0.4974], [0.2889, 2.7944, -2.7536], [-0.2452, -0.1300, 0.1259], [0.2653, -0.0881, 0.0678], [-0.2573, -0.0069, 0.1642], [0.2730, 0.0407, 0.1010], [0.9514, -2.4772, 2.1313], [-0.2905, 0.0866, -0.2164]], "nbo_charge": [-0.43, 1.04, -0.11, -0.75, -0.45, -0.11, 1.69, 0.23, 0.21, 0.22, 0.22, -1.24, 0.48]}

=====

{"formula": "C3H5I3Si", "method": "wB97M-V/def2-TZVPD", "gap_ev": 8.9, "e_tot_ha": -1299.86106, "spin_multiplicity": 1, "e_above_lowest_kcal_mol": 73.2, "smiles": "I[SiH](I)I.C1=CC1", "lumo_energy_ev": -0.3676, "symbols": ["I", "Si", "I", "I", "H", "C", "C", "C", "H", "H", "H", "H"], "coordinates": [[-2.938328, -3.315764, 0.349478], [-1.687962, -1.817371, -1.063399], [-3.100042, -0.328764, -2.342221], [-0.367742, -2.866095, -2.881645], [-0.714581, -1.230967, -0.093334], [0.985658, 2.010101, 1.358859], [1.369097, 1.833305, 0.129085], [1.284280, 0.625200, 0.972639], [0.671573, 2.733753, 2.069891], [1.999549, 2.294368, -0.632308], [2.147998, 0.176601, 1.278324], [0.350501, -0.114368, 0.854630]], "atomic_forces_ev_per_a": [[-0.1527, -0.1747, -0.1044], [0.7710, -0.1702, -0.2701], [-0.1211, 0.2060, 0.3081], [-0.1754, -0.0442, 0.5536], [-0.4565, 0.0699, -0.6066], [-0.2520, 0.7020, -1.1471], [1.0785, 1.0476, 0.3516], [-4.3335, -1.5388, -0.7890], [0.0653, 0.1412, 0.6002], [-0.8661, -0.2971, -0.1198], [2.1511, -1.4021, 1.0923], [2.2914, 1.4605, 0.1312]], "nbo_charge": [-0.14, 0.58, -0.13, -0.17, -0.15, -0.17, -0.20, -0.40, 0.22, 0.23, 0.18, 0.15]}

=====

{"formula": "C3H5IN2O", "method": "wB97M-V/def2-TZVPD", "gap_ev": 8.9, "e_tot_ha": -599.64613, "spin_multiplicity": 1, "e_above_lowest_kcal_mol": 46.7, "lumo_energy_ev": 0.4737, "symbols": ["C", "C", "C", "N", "N", "O", "I", "H", "H", "H", "H", "H"], "coordinates": [[-0.377068, 1.599720, 0.662238], [0.407104, 0.260857, 0.595034], [-0.403174, -0.982582, 0.042559], [0.159356, -1.099938, -1.375740], [1.160455, -0.808472, -1.870619], [-1.520622, 1.686362, 0.506689], [0.855261, 3.220424, 1.317822], [1.144750, 0.364078, -0.108028], [0.919195, 0.129887, 1.584370], [-0.088645, -1.929906, 0.573090], [-1.492534, -0.976838, -0.009475], [-0.764077, -1.463592, -1.917941]], "atomic_forces_ev_per_a": [[2.1217, -2.2119, 0.6626], [-2.5499, -0.3599, 2.4399], [2.6947, 0.4351, 1.4992], [-6.2367, -1.8632, -0.3319], [2.7105, 0.7014, -0.7714], [-2.3149, 0.6941, -0.5477], [0.1791, 0.3601, -0.0144], [2.2787, 0.5084, -1.5846], [-0.6518, -0.0274, -0.8222], [-0.3072, 1.0523, -0.4787], [0.2286, 0.5051, -0.0720], [1.8472, 0.2059, 0.0211]], "nbo_charge": [0.50, -0.55, -0.29, -0.18, -0.20, -0.50, 0.01, 0.26, 0.25, 0.22, 0.23, 0.24]}

=====

{"formula": "C3H5IN2Si", "method": "wB97M-V/def2-TZVPD", "gap_ev": [7.9, 6.2], "e_tot_ha": -813.85281, "spin_multiplicity": 1, "e_above_lowest_kcal_mol": 104.6, "lumo_energy_ev": [-0.9047, -1.2567], "symbols": ["C", "C", "C", "N", "N", "Si", "I", "H", "H", "H", "H", "H"], "coordinates": [[2.190557, -0.350476, 1.248278], [2.206681, -0.797672, -0.055839], [0.267646, 0.134982, 0.446634], [1.052263, 0.359672, 1.478429], [0.965579, -0.480073, -0.540591], [-2.992706, 1.010096, -0.682832], [-4.907635, 0.062821, 0.560966], [2.934753, -0.301074, 1.942991], [2.971258, -1.445374, -0.486634], [0.613633, -0.746198, -1.533448], [-3.019548, 0.442639, -2.028152], [-2.282480, 2.110657, -0.349797]], "atomic_forces_ev_per_a": [[-1.0726, 0.7233, -2.5232], [0.7602, -0.7020, 1.5327], [1.3543, 0.6731, 0.6597], [-2.4753, -0.4746, -0.5079], [-1.2627, -1.0619, -3.3945], [-1.1150, -3.4640, 0.0853], [0.6949, 0.5988, -0.3364], [1.9635, -0.2449, 1.5966], [-0.6172, 0.3947, -0.3935], [0.7730, 0.7329, 2.8134], [0.0278, 0.2816, -0.1944], [0.9690, 2.5431, 0.6622]], "nbo_charge": [-0.09, -0.13, 0.38, -0.52, -0.60, 0.58, -0.17, 0.20, 0.22, 0.43, -0.15, -0.16]}

=====

{"formula": "C3H5IN4", "method": "wB97M-V/def2-TZVPD", "gap_ev": 5.5, "e_tot_ha": -633.75246, "spin_multiplicity": 1, "e_above_lowest_kcal_mol": 150.6, "lumo_energy_ev": -2.2536, "symbols": ["C", "C", "C", "N", "N", "N", "N", "I", "H", "H", "H", "H", "H"], "coordinates": [[-0.314305, 0.010585, -1.519704], [-1.528611, 0.306603, -2.268202], [-0.431624, 0.811467, 1.679069], [0.272664, 0.528357, -0.455466], [-0.166327, 2.658284, 0.266774], [-0.181995, 1.458155, 0.365541], [0.511257, -0.624084, -2.417307], [-3.236127, 0.133716, -1.050558], [-1.462944, 0.467270, 1.562764], [0.218696, 0.019431, 1.652178], [-0.171990, 1.534283, 2.546953], [0.097101, -1.098036, -3.212754], [1.387439, -0.745033, -2.068925]], "atomic_forces_ev_per_a": [[1.7536, 1.7888, 0.2845], [-2.1231, 0.4819, 1.0480], [-1.0591, 2.1770, 0.8403], [0.9105, -3.3771, -4.5895], [-0.0970, -0.0207, -1.3580], [-1.3692, 3.1099, 3.6161], [-3.0546, 0.0831, -0.0395], [0.8384, 0.0445, -0.5282], [0.0730, 0.0121, 0.8871], [1.3958, -2.2437, 0.6152], [-0.8966, -1.1933, -1.7038], [0.5791, 0.1138, 0.3618], [3.0493, -0.9762, 0.5660]], "nbo_charge": [0.19, -0.07, -0.46, -0.36, -0.28, 0.03, -0.76, 0.24, 0.21, 0.20, 0.23, 0.41, 0.40]}

=====

{"formula": "C3H5IN4", "method": "wB97M-V/def2-TZVPD", "s2": 2.01, "gap_ev": [8.9, 5.5], "e_tot_ha": -633.82818, "spin_multiplicity": 3, "e_above_lowest_kcal_mol": 13.5, "lumo_energy_ev": [0.8672, -3.9921], "symbols": ["C", "C", "C", "N", "N", "N", "N", "I", "H", "H", "H", "H", "H"], "coordinates": [[0.412045, 0.386504, 0.293422], [-1.933829, -0.065922, -0.327301], [-0.832917, -0.168762, 0.782816], [0.918579, 1.546051, -0.255211], [1.356311, -0.504136, 0.115633], [1.992290, 1.324835, -0.804117], [2.313975, -0.058195, -0.604459], [4.171544, -0.894715, 0.151517], [-2.307028, -1.172618, -0.525366], [-1.548315, 0.096199, -1.380829], [-2.736243, 0.597501, -0.109878], [-0.532553, -1.248027, 0.847858], [-1.273856, 0.161279, 1.815914]], "atomic_forces_ev_per_a": [[2.9524, -0.4516, -0.3343], [0.5674, -3.4019, -1.6818], [-2.3710, -0.3801, 1.0670], [-2.8604, 1.5052, 0.5402], [-1.1377, -3.1805, 0.5081], [2.6027, 0.1226, -1.3479], [-2.0066, 2.6079, -0.1069], [2.3096, -0.7408, 0.5113], [0.0853, 2.2404, 0.8558], [-0.0300, 0.5311, 1.3925], [-0.5774, 0.4184, 0.1152], [-0.6315, 1.0357, 0.4175], [1.0971, -0.3064, -1.9368]], "nbo_charge": [0.28, -0.61, -0.46, -0.21, -0.31, -0.04, -0.20, 0.41, 0.21, 0.22, 0.22, 0.25, 0.24]}

=====

{"formula": "C3H5IO", "method": "wB97M-V/def2-TZVPD", "gap_ev": 8.7, "e_tot_ha": -490.12442, "spin_multiplicity": 1, "e_above_lowest_kcal_mol": 55.5, "smiles": "C=C(I)OC", "lumo_energy_ev": 0.5409, "symbols": ["C", "C", "I", "O", "C", "H", "H", "H", "H", "H"], "coordinates": [[0.276578, 1.640291, 0.062793], [1.001515, 0.255419, -0.104023], [3.059345, 0.218195, -0.142204], [0.462449, -0.907340, -0.314407], [-0.936971, -1.185602, -0.103122], [0.978429, 2.469740, 0.312097], [-0.748199, 1.592911, 0.491308], [-1.379915, -1.639379, 0.864683], [-1.142291, -2.150746, -0.685102], [-1.570936, -0.293490, -0.382025]], "atomic_forces_ev_per_a": [[3.0434, -5.5898, 0.4958], [-3.3794, 7.0390, 0.9445], [0.3043, -0.0469, -0.1916], [-0.8562, -1.6918, 0.7486], [-1.9777, -1.3872, -0.4096], [-0.8693, -0.8087, -0.3236], [0.8193, 0.2432, -0.6767], [1.8472, 1.5452, -0.3649], [0.3485, 1.8884, -0.1926], [0.7200, -1.1914, -0.0300]], "nbo_charge": [-0.61, 0.19, 0.19, -0.53, -0.29, 0.22, 0.21, 0.21, 0.21, 0.21]}